Record 1
The following is a quantum chemistry calculation of an isolated molecule of C20H19N5O4S in a non-equilibrium geometry, from the OMol25 dataset.

```
49
Properties=species:S:1:pos:R:3:forces:R:3
O -0.33704 -4.11299 -1.28565 -0.2804 -0.5396 0.3229
O -0.69543 3.16223 -4.49239 -0.5222 -0.8716 1.9186
O -2.47601 4.04609 -2.96883 2.5387 -2.3946 0.3594
N 0.76609 4.47728 -0.11504 1.6386 -0.1698 0.8434
N -0.58228 -4.35065 5.43167 -0.3775 0.2677 -0.6330
N -1.22042 -0.78179 -3.00482 0.1632 -1.1746 -0.3653
O -1.64979 -3.49935 1.96508 -0.3193 0.6505 0.5562
C -1.25577 -3.89722 -0.51629 -0.4472 2.1249 -1.8927
C -0.33494 4.21451 -0.77111 0.1649 0.0544 -0.0257
C -1.09381 -4.17541 0.91582 1.4887 -1.8908 1.4071
C -0.23277 -5.14289 1.36119 -0.1585 -0.1942 -1.1744
C 1.35142 3.40605 -2.01120 -0.0779 0.4149 0.8272
C -0.01416 3.56080 -1.95518 -1.5291 -0.5543 -1.6239
C 0.14638 -5.41498 5.07902 -0.2029 -0.3063 -0.4904
C -1.22363 -3.67204 4.47216 0.2557 -0.4107 -0.7581
C -0.97298 0.48843 -3.25629 -0.2563 -0.1306 0.1891
C -2.23453 -1.13073 -2.22182 0.3561 -0.7462 -0.9908
C -3.01315 -0.20030 -1.57737 -0.4252 -0.8483 0.9355
C 0.31620 -5.84609 3.76643 1.0947 -0.7388 1.2664
C -2.73934 1.10947 -1.73743 0.3657 1.8202 -1.1852
C -1.09704 -4.02527 3.12823 0.5263 -0.5685 -0.2290
C -0.24109 -5.08090 2.79608 -1.0004 0.6135 -1.6551
C -1.74169 1.46052 -2.66136 0.1752 0.8968 -0.0172
N -2.40123 -3.24021 -0.93873 -0.0802 -0.6114 0.6356
N 1.81792 3.96020 -0.84046 -1.6840 -0.8117 -1.0183
C -2.62260 -2.60651 -2.22845 0.7206 0.2305 -0.3023
C 4.89368 4.78359 1.29036 -0.1796 -0.0642 0.0445
C 3.23226 4.03147 -0.43513 -0.5193 1.3836 0.7614
C 3.40360 4.49083 1.03825 0.2018 -0.2203 0.0876
S -1.29869 3.12995 -3.14991 -1.0710 2.9845 -0.8809
H -1.33171 4.48742 -0.42720 0.5042 0.0819 0.0206
H 0.32314 -5.83175 0.68643 -0.5235 0.7632 0.7857
H 1.94887 2.98374 -2.81297 0.0888 0.1158 0.4245
H 0.58260 -5.97841 5.88334 0.1746 -0.0613 0.2870
H -1.82783 -2.84317 4.73422 -0.4983 0.6909 0.5323
H -0.19080 0.72172 -3.97461 -0.0833 0.0207 0.1601
H -3.82520 -0.51229 -0.93697 -0.1240 -0.0409 0.0269
H 0.90660 -6.72986 3.49895 -0.1722 0.3928 0.3301
H -3.37744 1.85461 -1.29825 0.0509 0.3609 0.1566
H -3.07629 -3.04710 -0.23371 -0.4016 0.0662 0.4930
H -3.66788 -2.64967 -2.59152 0.3425 -0.3457 0.6629
H -2.01154 -3.10735 -2.98071 0.0481 0.0434 0.1716
H 5.51299 3.90063 1.12382 -0.0566 -0.1344 0.1023
H 5.05304 5.11375 2.33194 0.0123 0.0103 -0.5734
H 5.25881 5.52752 0.57037 -0.0803 0.1023 0.3907
H 3.64665 4.78884 -1.12235 0.3577 -0.3434 0.4149
H 3.75863 3.07982 -0.55556 -0.4298 0.0340 -0.2610
H 2.81663 5.38901 1.27967 0.0824 -0.3143 -0.4113
H 3.05157 3.70849 1.74828 0.1488 0.3629 -0.6258
```
Forces are in eV/Å.

Summary:
DFT total energy = -1746.3953 hartree
HOMO level = -9.31 eV
molecular weight = 425.47 g/mol
spin multiplicity = 1
max |F| = 0.068 hartree/bohr
E_LUMO = -0.1 eV
energy above the lowest of the compared OMol25 structures with the same formula, charge and spin = 41.7 kcal per mole

***

Record 2
The following is a quantum chemistry calculation of an isolated molecule of C20H20B2N2O6 in a non-equilibrium geometry, from the OMol25 dataset.

```
50
Properties=species:S:1:pos:R:3:forces:R:3
O 0.49401 -4.51518 1.02508 1.0660 0.2115 -1.1842
O 0.84863 0.19338 -1.87201 -4.9676 -0.4928 2.0549
O -2.83126 -4.17669 4.42047 -0.1897 -1.3026 1.7800
O -1.65809 2.86114 0.69132 -1.0984 0.4427 -0.1265
O -4.50540 -2.36056 4.05334 -0.1616 -0.8192 -0.8313
O -0.91515 5.14860 0.63134 -1.2185 -0.2207 -0.5821
B -3.43932 -3.18100 3.72919 2.1714 -1.2251 -0.6036
B -0.73126 3.83561 0.41377 -0.6111 -1.2935 0.6104
C 0.88470 -3.67589 0.21824 -2.2221 0.9713 1.2663
C 1.90435 0.30749 -2.32165 5.1879 -0.1598 -2.7320
C 2.49933 -2.50442 -1.21361 -0.6035 0.4184 -1.6007
C 1.99213 -2.14952 -2.42066 1.4979 -0.6200 0.9057
C -1.82979 -1.22715 0.28404 -3.3512 0.9111 1.2756
C 2.96985 3.89793 -1.74692 -0.4279 -0.5190 0.0428
C -1.41826 -3.00445 1.85309 -2.9413 1.6008 0.4140
C 1.22485 2.56250 -0.72202 1.8982 -1.4490 -1.2219
C -3.10190 -0.99472 0.92681 2.0323 0.5145 -0.7983
C 2.32079 5.04652 -1.24036 -0.5828 -2.3082 0.3232
C -2.74421 -2.78845 2.40266 2.3858 -0.0323 0.1043
C 0.66917 3.64910 -0.20246 -1.3528 -0.5183 0.5546
C -0.99409 -2.18657 0.78023 0.1984 -2.4529 0.1458
C 2.37559 2.62861 -1.53909 -1.5559 0.6364 1.1704
C -3.50210 -1.74102 2.02821 -0.0728 1.2422 -2.4018
C 1.18074 4.85923 -0.48360 -0.1174 2.4168 0.8710
N 0.16179 -2.48763 0.00571 0.0493 -0.6235 1.4769
N 2.76162 1.40527 -2.11491 0.0100 -0.2283 -0.5088
C 2.10810 -3.78872 -0.57242 1.9760 -1.3421 -0.3892
C 2.46671 -0.93338 -3.15373 0.4412 1.9469 0.8706
C -4.70925 -1.53631 2.88178 1.6265 0.1732 0.1104
C 0.19091 5.84915 0.10890 0.3732 0.1512 0.2923
H -2.07883 -4.73381 4.09425 -1.3893 1.4308 -0.0005
H -2.59961 3.15786 0.81129 1.6231 -0.2174 -0.0211
H 3.06882 -1.79872 -0.60009 0.2351 -0.1978 -0.4885
H 1.24410 -2.75514 -2.92847 0.2885 -0.2367 0.1636
H -1.60595 -0.63878 -0.58710 0.3237 0.1364 -0.1686
H 3.90324 3.96185 -2.30154 -0.2111 0.1702 -0.1014
H -0.82371 -3.73181 2.32093 0.6237 -0.6068 0.0946
H 0.75341 1.63921 -0.57825 -0.3530 -0.8925 0.2826
H -3.63214 -0.12217 0.59138 -0.4406 0.1515 -0.1785
H 2.56608 6.02634 -1.46224 1.1634 1.6514 -0.5266
H 0.46558 -1.70277 -0.56124 0.3087 -0.6059 -0.1154
H 3.48208 1.51368 -2.78949 0.7188 -0.3601 -0.4531
H 2.91701 -4.23739 0.07429 -0.7675 0.7979 -0.3523
H 2.01853 -4.59071 -1.32846 -0.4170 0.4161 0.1515
H 3.56261 -0.85189 -3.23826 -0.2887 -0.2874 0.2297
H 2.10563 -0.88402 -4.17503 -0.3639 0.0706 -0.0639
H -5.56005 -1.70819 2.26641 -1.2588 -0.6511 0.2241
H -4.68659 -0.51812 3.17603 -0.4141 1.0457 0.6002
H -0.12664 6.54444 -0.59678 -0.8323 1.1127 -1.6607
H 0.35325 6.43730 0.96164 2.0119 1.0428 1.0956
```
Forces are in eV/Å.

Summary:
DFT total energy = -1384.9305 hartree
HOMO level = -8.23 eV
molecular weight = 406.01 g/mol
spin multiplicity = 1
max |F| = 0.114 hartree/bohr
E_LUMO = 0.4 eV

***

Record 3
The following is a quantum chemistry calculation of a structure of composition C20H20BF2N5O2S2Ti in a non-equilibrium geometry, from the OMol25 dataset.

```
53
Properties=species:S:1:pos:R:3:forces:R:3
Ti 0.94757 -0.04090 -0.01966 1.1930 -0.2617 -0.4370
C 5.44301 2.76131 -2.28418 -0.0174 0.0123 -0.0334
S 5.33161 2.03649 -0.63999 0.0764 -0.0193 -0.0802
C 3.70244 1.35680 -0.68516 -0.1269 0.2175 -0.0072
S 3.18679 0.62741 0.81928 -0.2760 -0.0584 0.0024
N 2.98348 1.50084 -1.73497 0.2200 -0.0010 -0.1283
N 1.73590 0.93836 -1.61316 -0.5155 -0.2456 0.3932
C 0.86771 1.12356 -2.63851 -0.2096 0.1016 0.0247
C -0.43676 0.76315 -2.50414 0.1065 0.1087 -0.0539
C -1.36618 0.70672 -3.59359 -0.1431 -0.0044 -0.1243
C -2.46951 -0.06221 -3.52194 0.0777 0.0849 -0.0855
C -2.66053 -0.87622 -2.33437 0.0652 0.0217 0.1697
C -1.90674 -0.68148 -1.24943 -0.0500 -0.2498 0.0051
N -0.91236 0.34520 -1.18138 0.1149 0.3391 0.0199
H 6.40780 3.26551 -2.33753 0.0114 -0.0119 0.0088
H 4.64040 3.47885 -2.43975 -0.0016 0.0016 0.0233
H 5.37978 1.99795 -3.05697 -0.0002 -0.0228 0.0262
H 1.21629 1.58936 -3.55681 0.0448 -0.0697 -0.0182
H -1.11759 1.25418 -4.49674 -0.0187 0.0028 -0.0026
H -3.16750 -0.13028 -4.34543 0.0070 0.0112 -0.0089
H -3.40936 -1.65689 -2.31700 0.0018 -0.0117 -0.0006
H -2.03828 -1.25464 -0.34064 -0.0032 -0.0171 -0.0165
C -0.42059 3.31710 2.37268 0.0533 -0.0536 -0.0294
C -0.19139 1.86778 2.08581 -0.2002 0.2351 0.1461
O -0.09610 1.61252 0.76444 -0.0135 -0.7069 -0.1315
C -0.10115 0.93415 3.05008 0.0757 -0.0924 -0.1258
C 0.02953 -0.51378 2.91150 -0.1093 0.1274 0.0361
C -0.19875 -1.35247 4.13542 0.0199 -0.0751 -0.0963
N 0.30882 -1.05148 1.77577 0.0323 0.0701 0.1028
N 0.34514 -2.44067 1.72081 -0.0381 0.0294 -0.1737
C 0.76060 -2.81403 0.53775 -0.2381 -0.1520 0.1586
O 1.14190 -2.02878 -0.41492 -0.2800 0.5785 0.3250
C 0.74046 -4.27448 0.24807 0.1371 -0.1040 0.0071
C 0.31650 -5.19526 1.20481 0.0097 0.0050 -0.0204
C 0.29030 -6.54752 0.90750 0.0031 0.0064 -0.0067
C 0.68547 -6.99358 -0.34771 0.0028 -0.0194 -0.0064
C 1.10790 -6.08014 -1.30217 0.0050 -0.0526 -0.0282
C 1.13742 -4.72585 -1.00687 -0.0162 0.0678 0.0517
H 0.42908 3.88940 1.99469 -0.0171 0.0177 -0.0057
H -0.54741 3.51008 3.43563 -0.0001 -0.0188 0.0098
H -1.30713 3.64663 1.82727 0.0006 0.0241 0.0094
H -0.18562 1.29352 4.06620 0.0020 0.0277 0.0044
H -0.32320 -0.73038 5.01819 -0.0019 0.0171 0.0126
H 0.63699 -2.03841 4.27390 -0.0179 -0.0041 0.0184
H -1.08948 -1.96779 3.99682 0.0085 -0.0081 0.0107
H 0.00817 -4.83222 2.17499 -0.0005 0.0165 0.0039
H -0.04089 -7.25779 1.65510 -0.0006 0.0016 0.0020
H 0.66237 -8.05145 -0.57966 0.0016 0.0011 -0.0037
H 1.41513 -6.42291 -2.28248 -0.0001 -0.0023 0.0038
H 1.46178 -3.99956 -1.73941 -0.0030 0.0083 0.0055
F -2.39402 1.09009 0.62374 -0.1089 0.0531 -0.0428
B -1.34571 1.48988 -0.18413 0.1674 0.0044 0.0722
F -1.55503 2.70022 -0.78935 -0.0302 0.0699 0.0139
```
Forces are in eV/Å.

Summary:
DFT total energy = -3069.1652 hartree
HOMO level (alpha / beta) = -3.34 / -3.33 eV
net charge = -1
molecular weight = 523.22 g/mol
spin multiplicity = 2
max |F| = 0.025 hartree/bohr
E_LUMO (alpha / beta) = 2.5 / 2.6 eV
energy above the lowest of the compared OMol25 structures with the same formula, charge and spin = 4.7 kcal per mole